Record 1
Entry from OMol25: a 4-piece molecular cluster, C3H12O4 overall in a non-equilibrium geometry (wB97M-V/def2-TZVPD).

Output
Lowest unoccupied orbital energy = 0.023 hartree
SMILES string = C=CCO.O.O.O
Charge = 0
Relative energy (zero: lowest compared OMol25 entry of this formula, charge and spin) = 27.7 kcal/mol

Last columns: bonded neighbours and bond lengths (Å).
Positions of all 19 atoms, in Å:
1 H 1.1467 -0.8299 2.5932  O5 0.978
2 H 0.6843 -0.6586 1.1717  O5 0.980
3 H -0.4755 -0.6495 -1.2927  O14 0.957
4 C -2.0284 -0.3135 -0.0340  C7 1.500, O14 1.485, H17 1.100, H18 1.088
5 O 1.5086 -0.7875 1.6856  H1 0.978, H2 0.980
6 O 1.4040 -0.5956 -2.3581  H9 0.965, H15 0.968
7 C -2.4989 1.0855 0.2353  C4 1.500, H11 1.087, C13 1.319
8 H -2.2891 2.9196 1.1817  C13 1.082
9 H 2.0685 -0.8216 -1.6965  O6 0.965
10 H -0.9311 1.6520 1.4751  C13 1.085
11 H -3.4213 1.3209 -0.2902  C7 1.087
12 H 2.6885 0.0260 0.2443  O16 0.980
13 C -1.8322 1.9643 0.9588  C7 1.319, H8 1.082, H10 1.085
14 O -0.6019 -0.2364 -0.4391  H3 0.957, C4 1.485
15 H 1.7793 -0.9657 -3.1695  O6 0.968
16 O 3.3662 -0.2937 -0.3874  H12 0.980, H19 0.947
17 H -1.9623 -1.0149 0.8111  C4 1.100
18 H -2.4402 -0.8976 -0.8546  C4 1.088
19 H 3.8348 -0.9038 0.1653  O16 0.947

Just the Löwdin charges please, in e? Sure, here they are:
1. H 0.06
2. H 0.02
3. H 0.05
4. C -0.20
5. O -0.07
6. O -0.06
7. C -0.16
8. H 0.06
9. H 0.00
10. H 0.06
11. H 0.10
12. H 0.03
13. C 0.02
14. O -0.14
15. H 0.05
16. O -0.06
17. H 0.11
18. H 0.11
19. H 0.03


Record 2
Entry from OMol25: a 12-piece molecular cluster, C22H70N14O16 overall in a non-equilibrium geometry (wB97M-V/def2-TZVPD).

Output
Lowest unoccupied orbital energy = -0.005 hartree
SMILES string = COC[C@H](C)N.COC[C@H](C)N.NC(N)=O.NC(N)=O.NC(N)=O.NC(N)=O.NC(N)=O.NC(N)=O.OCCO.OCCO.OCCO.OCCO
Charge = 0
Relative energy (zero: lowest compared OMol25 entry of this formula, charge and spin) = 122.2 kcal/mol

Last columns: bonded neighbours and bond lengths (Å).
Positions of all 122 atoms, in Å:
1 H -12.1096 -9.6744 -12.4476  C109 1.090
2 C -9.1111 -15.0390 -19.0374  H47 1.090, C77 1.548, H87 1.090, O119 1.525
3 H -10.2766 -7.0180 -12.0402  O54 0.960
4 H -8.6482 -9.5178 -16.8752  N112 1.010
5 H -14.1676 -11.5955 -9.6585  C76 1.090
6 H -14.3869 -7.9851 -10.1145  N58 1.010
7 H -12.7919 -14.5167 -12.8506  N74 1.010
8 H -7.9068 -13.3982 -20.9080  C32 1.090
9 C -12.7903 -10.8181 -20.9366  N26 1.311, N34 1.324, O61 1.256
10 H -16.2034 -11.6470 -16.8558  N41 1.010
11 N -14.8488 -12.2248 -18.4376  H38 1.010, H39 1.010, C60 1.312
12 H -12.4475 -16.0346 -10.0381  N35 1.010
13 H -10.6858 -11.3372 -13.6001  O21 0.960
14 C -11.7149 -14.6366 -11.3243  N35 1.335, O67 1.204, N74 1.318
15 H -7.4279 -13.0480 -17.1532  N88 1.010
16 O -4.6360 -12.4454 -13.7978  H84 0.960, C105 1.464
17 H -6.8574 -9.3246 -17.1648  N112 1.010
18 H -13.6837 -8.1453 -15.5519  N64 1.010
19 H -12.8310 -11.6894 -15.5489  C52 1.090
20 O -14.0612 -10.4327 -12.9325  C96 1.370, C109 1.447
21 O -10.7005 -12.2325 -13.9462  H13 0.960, C122 1.463
22 O -15.9040 -10.1006 -16.3852  C101 1.208
23 C -9.5418 -7.5816 -15.2341  H36 1.090, H82 1.090, C90 1.546, O115 1.383
24 H -7.0849 -10.7247 -20.0506  N49 1.010
25 H -15.5684 -11.6303 -13.7076  C96 1.090
26 N -12.8369 -9.5996 -20.4564  C9 1.311, H72 1.010, H99 1.010
27 H -8.9659 -8.1464 -9.7932  C118 1.090
28 H -7.1552 -12.5523 -13.2233  C104 1.090
29 H -11.8688 -6.0745 -20.4484  N79 1.010
30 C -8.1128 -9.9914 -18.5880  N49 1.280, O80 1.208, N112 1.333
31 H -14.2300 -9.4960 -14.6024  N64 1.010
32 C -7.3174 -13.6731 -20.0332  H8 1.090, H51 1.090, C77 1.468, H113 1.090
33 H -12.3434 -12.9324 -17.2144  O89 0.960
34 N -11.8054 -11.5345 -20.4164  C9 1.324, H69 1.010, H75 1.010
35 N -12.6667 -15.4163 -10.8061  H12 1.010, C14 1.335, H117 1.010
36 H -8.7968 -7.5676 -14.4386  C23 1.090
37 H -11.8429 -10.4000 -16.0615  C52 1.090
38 H -14.7828 -11.3380 -17.9586  N11 1.010
39 H -14.3935 -12.4528 -19.3098  N11 1.010
40 H -9.7948 -11.4218 -15.6601  C122 1.090
41 N -16.2384 -12.6563 -16.8538  H10 1.010, C60 1.326, H66 1.010
42 H -9.4592 -17.7077 -17.7989  C45 1.090
43 H -8.0144 -14.4555 -16.9125  N88 1.010
44 O -7.4482 -11.3214 -14.8113  H85 0.960, C104 1.400
45 C -10.1906 -16.9150 -17.6416  H42 1.090, H92 1.090, H116 1.090, O119 1.467
46 H -7.2980 -9.3092 -11.2694  C100 1.090
47 H -8.5629 -15.7637 -19.6394  C2 1.090
48 O -8.8761 -9.8588 -12.5985  C100 1.440, H103 0.960
49 N -6.9988 -10.2835 -19.1461  H24 1.010, C30 1.280, H70 1.010
50 O -11.9897 -7.0755 -15.4445  C90 1.462, H121 0.960
51 H -6.7514 -12.7604 -19.8467  C32 1.090
52 C -11.8410 -11.4849 -15.9565  H19 1.090, H37 1.090, O89 1.423, C122 1.537
53 H -10.6251 -7.2203 -20.7416  N79 1.010
54 O -9.6109 -6.8974 -11.3592  H3 0.960, C118 1.433
55 H -8.8258 -12.9578 -18.6157  C77 1.090
56 C -13.2372 -9.7380 -10.7080  N58 1.515, C76 1.569, H106 1.090, C109 1.572
57 H -14.7410 -10.0821 -9.1184  C76 1.090
58 N -13.8032 -8.3410 -10.8579  H6 1.010, C56 1.515, H78 1.010
59 H -10.0651 -8.7323 -18.8700  N63 1.010
60 C -15.6007 -13.1570 -17.9026  N11 1.312, N41 1.326, O95 1.225
61 O -13.6422 -11.3293 -21.7051  C9 1.256
62 H -10.9728 -8.1929 -17.4863  N63 1.010
63 N -10.7910 -8.1491 -18.4788  H59 1.010, H62 1.010, C73 1.291
64 N -14.2013 -9.0102 -15.4875  H18 1.010, H31 1.010, C101 1.333
65 H -15.3488 -10.6168 -10.4690  C76 1.090
66 H -16.9506 -13.1472 -16.3324  N41 1.010
67 O -10.6312 -14.6643 -10.7997  C14 1.204
68 N -14.6797 -8.6678 -17.6172  H83 1.010, C101 1.321, H108 1.010
69 H -11.7248 -12.5056 -20.6822  N34 1.010
70 H -6.1517 -10.2939 -18.5962  N49 1.010
71 H -11.0538 -7.8024 -13.7232  C90 1.090
72 H -13.6908 -9.0883 -20.2845  N26 1.010
73 C -11.4579 -7.1518 -18.9552  N63 1.291, N79 1.277, O91 1.219
74 N -12.1652 -13.9173 -12.3329  H7 1.010, C14 1.318, H107 1.010
75 H -11.1289 -11.2716 -19.7141  N34 1.010
76 C -14.3611 -10.5818 -10.0095  H5 1.090, C56 1.569, H57 1.090, H65 1.090
77 C -8.1892 -13.8081 -18.8604  C2 1.548, C32 1.468, H55 1.090, N88 1.500
78 H -14.4524 -8.4390 -11.6253  N58 1.010
79 N -11.4498 -6.9641 -20.2179  H29 1.010, H53 1.010, C73 1.277
80 O -9.2192 -10.1334 -19.0518  C30 1.208
81 H -7.7370 -13.3793 -14.5884  C104 1.090
82 H -9.5855 -8.5704 -15.6908  C23 1.090
83 H -15.1907 -8.9334 -18.4469  N68 1.010
84 H -4.1493 -11.8610 -14.3836  O16 0.960
85 H -7.8398 -10.8054 -14.1027  O44 0.960
86 H -7.8074 -8.1633 -12.5127  C100 1.090
87 H -9.8919 -14.7331 -19.7337  C2 1.090
88 N -7.4310 -13.9655 -17.5755  H15 1.010, H43 1.010, C77 1.500
89 O -12.0688 -12.0136 -17.2577  H33 0.960, C52 1.423
90 C -10.8416 -7.1134 -14.5408  C23 1.546, O50 1.462, H71 1.090, H94 1.090
91 O -11.9833 -6.3320 -18.2223  C73 1.219
92 H -10.5935 -17.1080 -16.6474  C45 1.090
93 H -5.4731 -14.0537 -14.7590  C105 1.090
94 H -10.5392 -6.1442 -14.1442  C90 1.090
95 O -15.6122 -14.3199 -18.2859  C60 1.225
96 C -14.6937 -11.6420 -13.0573  O20 1.370, H25 1.090, H102 1.090, H110 1.090
97 H -10.3263 -13.0765 -15.9109  C122 1.090
98 H -12.4408 -11.3208 -11.8081  C109 1.090
99 H -12.0354 -9.3938 -19.8774  N26 1.010
100 C -8.1625 -8.9012 -11.7933  H46 1.090, O48 1.440, H86 1.090, C118 1.593
101 C -15.0332 -9.2699 -16.4959  O22 1.208, N64 1.333, N68 1.321
102 H -14.0070 -12.3595 -13.5063  C96 1.090
103 H -9.0692 -10.5085 -11.9187  O48 0.960
104 C -7.0621 -12.5701 -14.3092  H28 1.090, O44 1.400, H81 1.090, C105 1.569
105 C -5.6121 -12.9726 -14.7532  O16 1.464, H93 1.090, C104 1.569, H114 1.090
106 H -12.3091 -9.6076 -10.1513  C56 1.090
107 H -11.5312 -13.3272 -12.8525  N74 1.010
108 H -14.0082 -7.9308 -17.4558  N68 1.010
109 C -12.8777 -10.3668 -12.1030  H1 1.090, O20 1.447, C56 1.572, H98 1.090
110 H -15.0589 -12.0879 -12.1321  C96 1.090
111 H -9.2178 -5.7519 -15.5055  O115 0.960
112 N -7.8269 -9.3699 -17.4441  H4 1.010, H17 1.010, C30 1.333
113 H -6.6267 -14.4928 -20.2313  C32 1.090
114 H -5.4056 -12.6336 -15.7684  C105 1.090
115 O -9.2842 -6.5180 -16.0803  C23 1.383, H111 0.960
116 H -10.8832 -17.0376 -18.4742  C45 1.090
117 H -13.6328 -15.2868 -11.0704  N35 1.010
118 C -9.2254 -8.1808 -10.8513  H27 1.090, O54 1.433, C100 1.593, H120 1.090
119 O -9.5849 -15.5796 -17.6928  C2 1.525, C45 1.467
120 H -10.1857 -8.6966 -10.8424  C118 1.090
121 H -11.7048 -6.6020 -16.2295  O50 0.960
122 C -10.5686 -12.1443 -15.4007  O21 1.463, H40 1.090, C52 1.537, H97 1.090

Löwdin population analysis, charges in e, atoms 1 to 99:
1. H 0.10
2. C -0.12
3. H 0.04
4. H 0.07
5. H 0.07
6. H 0.06
7. H 0.11
8. H 0.09
9. C -0.73
10. H 0.02
11. N 0.17
12. H 0.11
13. H 0.06
14. C -0.76
15. H 0.04
16. O -0.08
17. H 0.12
18. H 0.07
19. H 0.11
20. O -0.21
21. O -0.10
22. O 0.02
23. C -0.25
24. H 0.12
25. H 0.10
26. N 0.18
27. H 0.12
28. H 0.12
29. H 0.13
30. C -0.75
31. H 0.08
32. C -0.08
33. H 0.09
34. N 0.17
35. N 0.14
36. H 0.11
37. H 0.10
38. H 0.07
39. H 0.11
40. H 0.09
41. N 0.15
42. H 0.07
43. H 0.05
44. O -0.09
45. C -0.08
46. H 0.12
47. H 0.11
48. O -0.11
49. N 0.19
50. O -0.08
51. H 0.05
52. C -0.21
53. H 0.13
54. O -0.07
55. H 0.12
56. C -0.35
57. H 0.06
58. N 0.03
59. H 0.05
60. C -0.76
61. O -0.02
62. H 0.09
63. N 0.21
64. N 0.19
65. H 0.07
66. H 0.11
67. O 0.04
68. N 0.20
69. H 0.11
70. H 0.13
71. H 0.10
72. H 0.11
73. C -0.81
74. N 0.17
75. H 0.06
76. C -0.07
77. C -0.44
78. H 0.05
79. N 0.19
80. O 0.03
81. H 0.10
82. H 0.09
83. H 0.12
84. H 0.07
85. H 0.04
86. H 0.10
87. H 0.11
88. N 0.06
89. O -0.10
90. C -0.18
91. O 0.02
92. H 0.08
93. H 0.11
94. H 0.12
95. O 0.00
96. C -0.13
97. H 0.12
98. H 0.11
99. H 0.06


Record 3
Entry from OMol25: a single C4H5ClS2 molecule in a non-equilibrium geometry (wB97M-V/def2-TZVPD).

Output
Lowest unoccupied orbital energy = 0.007 hartree
SMILES string = S[C@@]1(Cl)CC=CS1
Charge = 0
Relative energy (zero: lowest compared OMol25 entry of this formula, charge and spin) = 30.5 kcal/mol

Last columns: bonded neighbours and bond lengths (Å).
Positions of all 12 atoms, in Å:
1 C 0.5073 0.5701 -0.8498  C3 1.516, Cl4 1.743, S7 2.165, S12 1.795
2 C 0.0057 -1.6827 0.2301  C8 1.299, H9 1.019, S12 1.757
3 C 0.4620 0.6232 0.6644  C1 1.516, H6 1.062, C8 1.520, H11 1.064
4 Cl 1.7390 1.5289 -1.6260  C1 1.743
5 H -2.3843 0.7337 -1.3062  S7 1.398
6 H 1.3543 0.7759 1.2190  C3 1.062
7 S -1.3016 1.6105 -1.4261  C1 2.165, H5 1.398
8 C -0.0533 -0.7334 1.1148  C2 1.299, C3 1.520, H10 1.023
9 H -0.2904 -2.6581 0.2259  C2 1.019
10 H -0.3475 -0.8827 2.0833  C8 1.023
11 H -0.3127 1.2705 0.9991  C3 1.064
12 S 0.6214 -1.1558 -1.3285  C1 1.795, C2 1.757

Just the Löwdin charges please, in e? Sure, here they are:
1. C -1.26
2. C -0.39
3. C -0.30
4. Cl 0.59
5. H -0.16
6. H 0.11
7. S 0.52
8. C -0.17
9. H 0.04
10. H 0.08
11. H 0.07
12. S 0.88